Entry 1:
Molecular formula: C5H10N2
Method: DFT, the ωB97M-V functional and the def2-TZVPD basis

For the electronic energy, the calculation gives -8326.489 eV. The value obtained for the frontier orbital gap is 10.868 eV. As for the energy relative to the best compared isomer or geometry (same formula, charge and spin): 81.4 kJ/mol. Its HOMO energy is -0.35667 Eh. As for the SMILES: CC1(C)CC1.N#N. For the LUMO energy, the calculation gives 1.16 eV.

Structure (XYZ):
```
17
Properties=species:S:1:pos:R:3:forces:R:3:lowdin_charge:R:1
C 0.208213 0.780662 1.051306 -2.61 1.97 1.40 -0.07
C -0.401784 0.115731 -0.088284 -3.00 0.11 -1.42 -0.58
C -1.318636 1.035451 -0.931865 -1.11 -0.50 3.94 -0.02
C -0.938041 -1.252934 0.187331 -1.29 -2.05 0.79 -0.12
C 0.318701 -1.054981 -0.627691 0.07 -0.58 -1.00 -0.12
H 1.018735 0.215686 1.317236 2.45 -0.63 1.12 0.02
H -0.483394 0.852573 1.932300 0.38 -0.38 -0.60 0.11
H 0.331738 1.828863 0.813070 1.12 0.18 -0.01 0.08
H -2.423986 0.883106 -0.644533 1.67 0.59 -0.06 0.11
H -1.295214 0.843627 -1.912709 0.36 -0.88 -3.87 0.02
H -0.974450 2.044276 -0.773255 -0.34 0.54 -0.03 0.06
H -1.920394 -1.682351 -0.318395 2.31 1.20 0.90 0.14
H -0.802364 -1.660718 1.235577 -0.23 0.56 -1.32 0.11
H 1.282847 -1.191075 -0.140157 -0.31 -0.53 -0.40 0.05
H 0.227240 -1.336059 -1.689596 0.34 0.35 0.58 0.11
N 3.373652 0.259140 0.097917 0.96 -1.80 0.75 0.04
N 3.797142 -0.680991 0.491755 -0.77 1.86 -0.76 0.04
```
Positions in Å, forces in eV/Å.

***

Entry 2:
Molecular formula: C4H2AgLiO2
Method: DFT, the ωB97M-V functional and the def2-TZVPD basis

For the electronic energy, the calculation gives -12467.378 eV. The net charge is +1. The value obtained for the frontier orbital gap (spin up / spin down) is 6.663 / 6.951 eV. As for the energy relative to the best compared isomer or geometry (same formula, charge and spin): 135.6 kJ/mol. Its HOMO energy (spin up / spin down) is -0.41882 / -0.42970 Eh. Its spin multiplicity is 2. For the LUMO energy (spin up / spin down), the calculation gives -4.73 / -4.74 eV.

Structure (XYZ):
```
10
Properties=species:S:1:pos:R:3:forces:R:3:lowdin_spin:R:1
C 1.391224 0.161954 -0.717152 -1.07 1.16 1.35 0.06
C 0.570854 0.846327 0.039155 -1.22 0.43 -1.98 0.05
O 2.124174 -0.497725 -1.355916 0.45 -0.76 -1.05 0.04
Li 2.822324 -1.204798 -2.976456 -0.12 0.13 0.34 0.00
H 0.935904 1.762908 0.521475 -0.25 -0.36 -0.17 0.00
C -1.168188 0.948571 -0.762197 0.87 -0.16 0.03 0.07
C -2.127226 0.329818 -0.069453 3.25 -1.66 3.91 0.50
O -1.907236 -0.307564 1.071231 -5.51 1.76 -4.66 0.25
Ag -0.141932 -0.423793 1.777166 3.36 -0.50 1.79 0.03
H -1.177277 1.423819 -1.737583 0.24 -0.05 0.43 0.00
```
Positions in Å, forces in eV/Å.

***

Entry 3:
Molecular formula: C48H43As2IrN7O2S4
Method: DFT, the ωB97M-V functional and the def2-TZVPD basis

For the electronic energy, the calculation gives -232851.451 eV. The net charge is +1. The value obtained for the frontier orbital gap is 6.571 eV. As for the energy relative to the best compared isomer or geometry (same formula, charge and spin): 242.3 kJ/mol. Its HOMO energy is -0.33233 Eh. For the LUMO energy, the calculation gives -2.47 eV.

Structure (XYZ):
```
107
Properties=species:S:1:pos:R:3:forces:R:3:lowdin_charge:R:1
Ir -0.212647 -0.628410 -0.693370 -2.49 -1.06 -1.02 0.59
S 0.040984 -1.424625 1.463311 0.58 0.32 0.71 0.64
C -1.024503 -0.536858 2.565247 -0.06 -0.11 -0.25 -0.63
C -0.783470 -0.670382 3.934132 -0.09 -0.03 0.03 -0.13
C -1.639445 -0.076360 4.845281 0.02 -0.03 -0.03 -0.08
C -2.729080 0.671442 4.408143 -0.02 0.03 0.01 -0.08
C -2.957425 0.820797 3.051170 0.00 0.01 0.02 -0.09
C -2.105388 0.218115 2.130899 -0.11 -0.10 0.02 -0.39
As -2.342477 0.407174 0.225222 0.57 0.41 0.45 1.26
C -4.206745 0.003142 -0.057537 0.10 -0.25 -0.19 -0.35
C -5.165538 0.993469 0.123108 -0.04 -0.04 -0.05 -0.10
C -6.511766 0.673019 0.007031 0.00 0.05 0.01 -0.06
C -6.902665 -0.623949 -0.291381 -0.01 -0.01 0.00 -0.07
C -5.946940 -1.613478 -0.475331 0.01 0.01 0.00 -0.07
C -4.602179 -1.297445 -0.356598 -0.05 0.05 0.01 -0.11
C -2.184699 2.286645 -0.022824 -0.07 0.21 -0.32 -0.39
C -2.783523 2.998722 -1.104846 -0.03 -0.10 0.15 -0.15
C -2.264337 4.205706 -1.450741 0.41 -0.09 0.03 -0.08
C -1.009942 4.586524 -0.813696 -1.06 0.75 0.47 -0.19
C -0.898245 4.215965 0.574480 0.07 -0.07 -0.26 -0.08
C -1.401260 3.000755 0.916751 -0.02 -0.12 0.06 -0.10
H 0.069819 -1.246214 4.270423 0.01 0.00 0.01 0.11
H -1.453620 -0.194194 5.905269 0.00 0.01 0.00 0.11
H -3.390785 1.142890 5.122658 0.00 -0.02 0.00 0.11
H -3.796952 1.414159 2.707716 0.00 0.00 -0.01 0.11
H -4.864915 2.010094 0.342500 -0.01 -0.01 0.04 0.10
H -7.257233 1.444106 0.150368 0.00 -0.01 0.00 0.11
H -7.953757 -0.865076 -0.377323 0.00 0.00 -0.01 0.11
H -6.249660 -2.626690 -0.706494 0.00 0.00 0.00 0.11
H -3.859035 -2.074600 -0.485725 -0.03 0.00 0.05 0.07
H -3.617274 2.567132 -1.649604 0.03 0.01 -0.01 0.11
H -2.659000 4.786985 -2.272939 -0.03 0.03 0.05 0.11
H -0.687360 5.598280 -1.044391 0.28 -0.15 -0.14 0.13
H -0.289060 4.788544 1.260595 -0.02 0.00 0.01 0.10
H -1.180974 2.575961 1.888235 0.00 -0.01 0.00 0.09
C -2.915961 -5.179164 -1.306170 0.00 0.00 0.01 0.02
C -2.867328 -3.948493 -2.127213 0.00 0.01 -0.01 -0.33
N -3.594285 -3.675447 -3.159304 0.01 0.01 0.00 0.16
N -3.184868 -2.433420 -3.565060 0.03 -0.06 0.03 0.07
C -2.219513 -1.919085 -2.803922 -0.01 0.15 0.09 -0.74
S -1.406641 -0.448324 -2.929163 0.31 0.04 -0.13 0.71
N -2.015008 -2.885487 -1.871869 0.07 0.03 -0.06 -0.09
N -1.058761 -2.744664 -0.864497 0.46 0.48 0.06 -0.02
H -3.667368 -5.844848 -1.721518 0.00 0.00 0.00 0.10
H -3.180585 -4.950274 -0.272141 0.00 0.00 0.00 0.09
H -1.950518 -5.687249 -1.309060 0.00 0.00 0.00 0.09
H -3.603394 -2.001359 -4.372654 -0.02 0.01 0.01 0.17
H -1.433326 -2.942050 0.065925 0.00 0.02 0.03 0.07
H -0.264857 -3.358531 -1.050832 -0.09 -0.13 0.03 0.10
N -0.496619 5.207270 5.113830 -0.07 0.02 -0.07 0.12
C 0.377862 4.446537 4.375407 0.02 -0.01 0.01 -0.31
C 1.354555 5.052149 3.578720 0.01 0.00 0.00 -0.03
C 2.200688 4.283115 2.801031 -0.02 -0.03 -0.01 -0.07
C 2.087667 2.899863 2.817189 -0.01 0.09 0.10 -0.30
C 1.128564 2.281789 3.615732 0.04 0.01 -0.02 -0.05
C 0.278017 3.046639 4.382513 -0.01 0.00 0.02 -0.02
S 3.113372 1.922903 1.792266 -0.12 0.07 -0.08 0.59
O 3.716322 0.870675 2.563707 0.01 0.25 0.15 -0.30
O 3.969123 2.803756 1.037984 0.01 0.01 -0.03 -0.33
N 2.017820 1.179080 0.822424 0.30 -0.04 0.06 -0.09
C 1.490902 1.834672 -0.155419 -0.42 -0.05 -0.30 -0.67
S 1.834584 3.464207 -0.716209 -0.01 -0.01 0.11 1.11
C 0.312167 3.507381 -1.634654 0.77 -0.83 -0.40 -0.41
C -0.146852 2.171281 -1.671393 -0.24 0.31 -0.13 -0.27
N 0.486272 1.255420 -0.916872 0.73 0.45 1.01 -0.23
H -0.272844 6.173847 5.269829 0.02 0.00 0.03 0.10
H -1.012629 4.760227 5.850058 0.02 0.00 0.03 0.10
H 1.448612 6.131413 3.575866 0.00 0.00 -0.01 0.12
H 2.953059 4.746305 2.177481 0.01 0.00 0.01 0.11
H 1.049428 1.201836 3.626167 0.02 0.03 0.00 0.10
H -0.472623 2.567025 4.999601 0.00 0.00 -0.01 0.10
H 0.421357 3.997858 -2.595937 -0.27 0.17 0.09 0.11
H -0.918028 1.874570 -2.357008 0.03 -0.09 -0.07 0.04
C 2.511291 -4.514099 -4.726817 0.00 -0.01 0.00 -0.07
C 3.591199 -4.143935 -3.932033 0.02 0.00 0.01 -0.06
C 3.420171 -3.237655 -2.900102 -0.02 0.01 -0.03 -0.10
C 2.161323 -2.689616 -2.649743 0.04 -0.06 0.05 -0.37
C 1.093828 -3.046395 -3.459662 0.00 -0.01 -0.02 -0.13
C 1.264394 -3.959297 -4.497199 0.00 0.01 0.02 -0.07
As 2.013910 -1.412021 -1.189697 0.44 -0.09 -0.41 1.23
C 3.239388 -0.087311 -1.867593 -0.04 0.03 0.06 -0.37
C 4.397950 0.297551 -1.211021 0.00 0.00 -0.01 -0.09
C 5.208815 1.274154 -1.775760 0.00 0.00 0.01 -0.06
C 4.865534 1.852030 -2.987119 -0.01 0.00 0.00 -0.07
C 3.707149 1.457805 -3.645816 0.00 0.01 -0.02 -0.07
C 2.889625 0.490989 -3.085450 0.01 0.02 0.01 -0.12
C 2.812265 -2.416440 0.241019 0.08 -0.07 0.04 -0.41
C 2.759925 -3.808601 0.201069 -0.01 -0.03 0.02 -0.12
C 3.253412 -4.549743 1.264926 -0.01 -0.01 -0.01 -0.08
C 3.802145 -3.903777 2.364078 -0.01 0.00 0.01 -0.07
C 3.839324 -2.517921 2.408309 0.00 0.00 -0.01 -0.05
C 3.332309 -1.768973 1.356272 -0.02 -0.08 -0.10 -0.14
H 2.649887 -5.225551 -5.530015 0.00 0.01 -0.01 0.11
H 4.570873 -4.562576 -4.121207 0.00 0.00 0.00 0.11
H 4.268263 -2.953754 -2.287884 0.00 0.00 0.01 0.12
H 0.136932 -2.566725 -3.323722 -0.04 0.01 0.00 0.03
H 0.426703 -4.222783 -5.130648 0.00 0.00 0.00 0.11
H 4.671348 -0.137278 -0.258971 0.00 -0.01 0.01 0.10
H 6.101638 1.590424 -1.253913 0.00 0.00 0.01 0.12
H 5.497896 2.616751 -3.418323 0.00 0.00 -0.01 0.11
H 3.440954 1.904884 -4.594878 0.00 0.01 0.00 0.11
H 1.983997 0.184384 -3.600098 0.00 0.00 0.00 0.10
H 2.355876 -4.325267 -0.661865 0.02 -0.01 0.01 0.09
H 3.221120 -5.630885 1.228305 -0.01 0.00 0.00 0.11
H 4.197336 -4.483319 3.188154 0.00 0.00 0.00 0.11
H 4.252569 -2.006435 3.267780 0.00 0.03 -0.01 0.12
H 3.323384 -0.691377 1.435050 0.01 -0.32 -0.03 0.04
```
Positions in Å, forces in eV/Å.

***

Entry 4:
Molecular formula: BaH42O25S
Method: DFT, the ωB97M-V functional and the def2-TZVPD basis

For the electronic energy, the calculation gives -63407.130 eV. The value obtained for the frontier orbital gap is 9.886 eV. As for the energy relative to the best compared isomer or geometry (same formula, charge and spin): 0.0 kJ/mol. Its HOMO energy is -0.36969 Eh. For the LUMO energy, the calculation gives -0.17 eV.

Structure (XYZ):
```
69
Properties=species:S:1:pos:R:3:forces:R:3:lowdin_charge:R:1
Ba -12.623228 -10.636065 -2.378286 -0.22 0.23 0.41 2.16
S -14.183742 -12.391554 0.543491 2.66 0.13 -0.23 0.40
O -15.416623 -11.774345 1.001986 -1.11 -0.08 0.19 -0.34
O -13.019676 -11.660903 1.209984 -1.27 -1.41 -1.15 -0.39
O -14.119905 -13.844840 0.853913 -0.22 0.70 0.40 -0.36
O -14.089183 -12.246646 -0.941661 -0.06 0.07 0.51 -0.55
O -13.920063 -12.947010 -3.920572 -0.28 0.09 0.53 -0.15
H -14.663227 -13.144868 -3.275705 1.36 -0.47 -1.01 0.03
H -13.241882 -13.642589 -3.842564 -0.85 -0.02 0.37 0.02
O -10.987530 -13.379690 -1.743184 -0.56 -0.79 1.91 -0.13
H -11.607618 -14.164385 -1.763800 0.72 0.99 -0.66 0.02
H -10.804641 -13.362386 -0.747741 0.01 0.24 -1.44 0.04
O -10.802842 -13.179202 1.115745 0.74 0.48 -0.95 -0.06
H -10.737915 -13.786845 1.843497 -0.45 -0.26 0.38 0.06
H -11.636154 -12.650477 1.132132 -0.17 -0.14 0.58 0.01
O -12.281484 -9.548000 2.487969 0.20 0.45 0.48 -0.05
H -12.666389 -10.427551 2.562473 -0.19 -0.29 -0.30 0.01
H -12.417391 -9.132587 3.348699 0.20 0.06 -0.23 0.06
O -13.955132 -8.985517 -0.521031 0.92 -0.15 -0.81 -0.18
H -14.580476 -8.247687 -0.636951 -0.34 0.15 -0.24 0.01
H -14.027423 -9.221088 0.406791 -0.17 -0.09 0.74 0.00
O -16.004601 -7.257294 -0.973937 -0.53 -0.36 1.17 -0.07
H -16.639663 -7.988598 -1.076952 0.25 0.11 -0.21 0.05
H -16.164461 -6.997925 -0.026990 0.17 0.19 -1.06 0.04
O -15.003714 -10.643014 -3.453381 -2.46 0.09 0.55 -0.24
H -15.233879 -11.348789 -4.070543 0.51 -0.01 -0.33 0.04
H -15.848956 -10.618628 -2.915028 1.13 0.57 -0.34 0.06
O -11.727383 -7.866606 -2.782091 0.00 0.19 0.20 -0.16
H -11.242463 -7.181343 -3.261156 -0.16 -0.27 0.05 0.05
H -11.795300 -7.515607 -1.865545 0.17 -0.11 -0.09 0.01
O -10.642112 -11.613084 -3.778936 -1.96 1.52 -0.50 -0.19
H -9.888293 -11.402490 -4.281043 1.69 -0.07 -0.64 0.01
H -10.611045 -12.380359 -3.237633 0.92 -1.72 0.98 -0.04
O -16.421373 -13.455517 -2.294538 -0.08 2.18 -1.94 -0.04
H -16.486257 -14.222629 -1.760894 0.09 -1.63 1.35 -0.02
H -15.754091 -12.892404 -1.889360 0.13 -0.10 0.69 -0.02
O -16.077231 -15.345841 -0.408984 0.06 0.05 0.87 -0.08
H -15.354207 -14.816907 -0.005155 0.07 -0.15 -0.43 0.00
H -16.694911 -15.273485 0.341652 -0.23 -0.11 -0.35 0.04
O -12.400800 -15.657104 -0.177409 -1.30 -0.37 1.07 -0.07
H -12.803720 -16.524971 -0.025857 0.47 -0.22 -0.12 0.07
H -13.064825 -15.113969 0.335056 0.80 0.42 -0.45 0.03
O -11.502676 -7.337306 0.054722 0.37 0.06 -0.34 -0.06
H -12.262209 -7.916591 0.156050 -0.62 -0.10 0.16 -0.01
H -10.782403 -7.978296 0.120891 0.12 0.09 0.02 0.04
O -16.896484 -13.869348 2.046453 -0.63 0.31 -0.56 -0.05
H -16.142643 -14.253836 2.455693 0.87 -0.92 0.90 0.01
H -16.429409 -13.152970 1.585729 -0.53 0.45 -0.15 -0.01
O -10.925502 -10.206286 -0.289401 -0.51 0.14 0.78 -0.19
H -11.319084 -10.298278 0.603041 -0.29 0.27 -0.38 0.03
H -10.144847 -10.749350 -0.186415 1.09 -0.36 -0.25 0.00
O -15.302271 -9.227497 1.766910 -0.58 -0.45 -1.35 -0.06
H -15.447486 -10.130624 1.364373 -0.07 0.75 0.49 0.01
H -15.079928 -9.453522 2.651501 0.34 -0.09 1.22 0.03
O -16.824673 -5.399193 0.913507 -0.63 -0.06 1.11 -0.06
H -17.522302 -5.046118 0.341112 0.20 -0.15 0.24 0.06
H -17.230210 -5.509402 1.808236 0.43 0.20 -1.17 0.07
O -17.124795 -10.445933 -1.181326 0.39 0.98 -0.46 -0.02
H -16.316546 -10.807825 -0.821704 0.55 -0.15 0.67 0.00
H -17.602000 -11.222472 -1.432376 -0.75 -0.90 -0.24 0.03
O -8.478229 -11.702377 0.217777 -2.06 0.58 1.08 -0.03
H -7.683525 -11.920745 -0.207885 1.49 -0.76 -0.78 0.02
H -8.906648 -12.478724 0.625042 0.30 0.24 -0.30 0.03
O -12.770652 -15.216854 -2.683624 -0.33 1.58 -1.57 -0.03
H -12.948385 -15.513007 -1.800419 -0.03 -0.74 1.18 -0.01
H -12.430383 -15.897878 -3.236886 0.31 -1.02 -0.24 0.06
O -7.433863 -11.172331 -5.463129 -0.98 -1.34 0.70 -0.06
H -7.028240 -10.612460 -6.112879 0.13 0.03 -0.74 0.02
H -7.791562 -11.997570 -5.868966 0.75 1.25 0.06 0.06
```
Positions in Å, forces in eV/Å.